No. 1
Below is a cluster of 2 separate species, C4H7NO2 in total, with properties calculated with the ωB97M-V functional and the def2-TZVPD basis.

The geometry in XYZ format:
```
14
Properties=species:S:1:pos:R:3:forces:R:3
C 1.625 0.611 -0.087 -4.117 -0.653 -0.439
C 0.272 -1.878 0.534 -1.025 -1.052 2.766
C -0.782 1.266 0.432 0.997 0.215 0.792
C 0.265 0.427 -0.338 -1.086 3.953 -1.250
N 2.714 0.865 -0.019 4.834 0.721 0.578
O -1.954 0.504 0.415 -1.571 -0.330 -1.826
O -0.048 0.354 -1.725 2.160 -2.112 1.399
H -0.685 -2.159 0.202 -0.969 -0.142 -0.436
H 1.108 -2.159 0.020 2.031 -0.624 -1.350
H 0.387 -1.593 1.581 -0.063 0.095 -0.459
H -0.568 1.466 1.559 0.151 -0.766 -1.989
H -0.842 2.337 0.011 -0.197 -1.558 0.062
H -2.195 0.218 -0.529 0.718 0.842 2.004
H 0.702 -0.257 -2.057 -1.863 1.412 0.146
```
Forces are in eV/Å.

Values from the calculation:
Expectation value of S²: 2.01
Highest occupied orbital energy (alpha / beta), eV: -7.27 / -10.88
Charge: 0
Multiplicity: 3

***

No. 2
Below is a structure of composition C24H28N7ORbS5Se2, with properties calculated with the ωB97M-V functional and the def2-TZVPD basis.

The geometry in XYZ format:
```
68
Properties=species:S:1:pos:R:3:forces:R:3
Rb 0.041 -0.378 0.197 -0.347 0.407 0.094
C -0.876 -0.015 -5.283 -0.033 -0.046 -0.017
C -0.666 0.130 -3.797 0.074 0.149 0.084
N -0.955 -0.782 -2.937 0.007 -0.120 -0.085
N -1.493 -1.919 -3.470 0.026 0.038 0.144
C -1.821 -2.868 -2.614 0.030 -0.018 0.002
N -2.315 -3.996 -3.273 0.025 -0.074 0.065
S -1.753 -2.982 -0.907 -0.027 0.126 -0.123
C -0.077 1.415 -3.319 -0.048 -0.119 -0.007
C 0.254 2.418 -4.232 0.009 0.038 -0.024
C 0.828 3.595 -3.774 0.003 0.006 -0.025
C 1.062 3.753 -2.423 0.003 -0.006 0.016
C 0.696 2.712 -1.578 -0.065 -0.031 -0.075
N 0.141 1.583 -2.008 0.003 -0.038 -0.032
H -1.273 -1.002 -5.491 0.000 0.010 -0.001
H 0.066 0.116 -5.823 0.002 0.000 -0.001
H -1.575 0.740 -5.655 0.000 0.001 -0.002
H -2.687 -3.793 -4.189 0.003 0.005 -0.005
H -2.889 -4.572 -2.679 -0.014 0.036 -0.026
H 0.070 2.281 -5.287 0.008 0.013 0.002
H 1.093 4.378 -4.478 -0.003 -0.006 -0.001
H 1.520 4.639 -2.005 0.003 0.002 0.012
H 0.863 2.787 -0.512 0.031 0.007 0.043
S -4.133 0.132 1.582 -0.069 0.051 -0.028
S -4.180 0.426 3.515 -0.105 0.075 -0.114
S -2.653 -0.719 4.379 0.161 -0.115 0.172
S -1.864 -1.838 2.963 0.122 -0.044 -0.034
Se 2.308 4.556 1.306 -0.051 -0.036 0.005
Se 3.952 2.350 2.231 0.030 -0.047 -0.051
C 4.172 1.495 0.546 -0.052 0.061 0.041
C 5.464 1.287 0.036 0.027 0.028 0.047
C 5.625 0.652 -1.178 0.020 -0.012 -0.016
C 4.499 0.246 -1.882 0.009 0.004 0.022
C 3.264 0.500 -1.313 0.019 -0.006 0.014
N 3.092 1.101 -0.135 -0.077 -0.149 -0.069
C 0.658 3.997 2.091 -0.057 -0.064 -0.039
C 0.078 4.803 3.079 0.069 0.054 -0.024
C -1.134 4.440 3.631 -0.050 0.017 0.050
C -1.749 3.273 3.203 -0.002 -0.005 -0.017
C -1.103 2.527 2.232 0.075 -0.064 0.024
N 0.065 2.868 1.681 0.004 0.047 0.049
H 6.314 1.632 0.609 -0.003 0.004 -0.005
H 6.619 0.479 -1.576 0.003 0.009 0.003
H 4.570 -0.255 -2.839 -0.010 -0.004 -0.004
H 2.357 0.201 -1.830 -0.017 -0.001 -0.006
H 0.594 5.701 3.390 0.006 -0.014 0.012
H -1.594 5.057 4.395 0.009 0.002 -0.007
H -2.692 2.932 3.604 -0.009 -0.013 -0.002
H -1.561 1.602 1.887 -0.004 0.063 0.003
O 1.753 -2.399 -0.002 0.313 0.022 -0.143
C 1.798 -3.608 0.129 -0.071 -0.190 0.192
C 2.065 -4.534 -1.038 0.107 -0.035 -0.037
C 0.901 -5.458 -1.419 -0.048 0.072 0.004
C 0.711 -6.671 -0.515 -0.029 0.034 0.014
C 0.397 -6.314 0.936 -0.002 0.057 -0.036
C 1.559 -5.596 1.621 -0.038 0.004 -0.016
N 1.632 -4.173 1.355 -0.051 -0.020 -0.072
H 2.965 -5.122 -0.816 0.002 -0.023 -0.029
H 2.295 -3.875 -1.874 0.012 0.005 0.016
H 1.070 -5.799 -2.443 0.012 -0.028 -0.003
H -0.021 -4.866 -1.434 0.056 -0.032 -0.012
H 1.614 -7.298 -0.535 0.007 -0.010 -0.012
H -0.102 -7.280 -0.921 -0.001 -0.002 0.005
H 0.162 -7.223 1.498 0.021 -0.026 -0.012
H -0.485 -5.667 0.970 -0.016 -0.021 0.036
H 2.501 -6.067 1.316 0.020 -0.027 0.056
H 1.493 -5.703 2.703 -0.044 0.004 -0.002
H 1.295 -3.535 2.061 0.012 -0.003 -0.013
```
Forces are in eV/Å.

Values from the calculation:
Highest occupied orbital energy (alpha / beta), eV: -1.58 / -1.24
Charge: -2

***

No. 3
Below is a cluster of 2 separate species, C2H3BrS2 in total, with properties calculated with the ωB97M-V functional and the def2-TZVPD basis.

The geometry in XYZ format:
```
8
Properties=species:S:1:pos:R:3:forces:R:3
C 0.575 -0.801 0.213 1.294 1.005 -0.774
C -0.097 1.504 -0.405 1.398 -0.038 3.819
S 2.070 -1.338 0.092 -0.190 0.510 0.237
S -0.889 -1.520 0.380 -1.180 -2.237 1.203
Br -1.913 1.345 -0.365 -0.941 0.354 -0.773
H 0.593 1.443 -1.188 0.045 -0.224 -1.683
H 0.238 2.244 0.403 -0.365 -1.445 -1.134
H -0.578 -2.877 0.869 -0.062 2.075 -0.896
```
Forces are in eV/Å.

Values from the calculation:
Highest occupied orbital energy (alpha / beta), eV: -7.93 / -7.92
Charge: 0

***

No. 4
Below is a cluster of 6 separate species, C33H93FN15O8P5 in total, with properties calculated with the ωB97M-V functional and the def2-TZVPD basis.

The geometry in XYZ format:
```
155
Properties=species:S:1:pos:R:3:forces:R:3
C -3.132 -16.213 -22.595 0.459 -0.434 -0.893
N -3.206 -17.466 -23.360 0.138 -0.213 0.801
C -4.363 -18.284 -23.041 -0.279 0.188 -0.002
P -2.102 -17.836 -24.553 -1.096 -0.475 -1.067
O -0.799 -17.167 -24.433 0.121 0.711 0.120
N -2.022 -19.494 -24.491 -0.452 0.005 0.109
C -1.597 -20.070 -23.215 0.094 0.112 0.022
C -1.866 -20.322 -25.675 0.142 -0.173 0.406
N -2.871 -17.530 -26.037 0.914 -0.366 0.493
C -4.246 -17.971 -26.270 0.670 0.880 -0.280
C -2.144 -17.015 -27.190 -0.014 -0.052 0.473
H -3.859 -15.497 -22.984 -0.043 0.149 0.168
H -2.122 -15.830 -22.730 -0.106 0.273 0.179
H -3.310 -16.412 -21.539 0.001 0.016 0.054
H -4.216 -19.290 -23.426 -0.277 0.013 -0.152
H -5.291 -17.828 -23.406 0.014 -0.192 -0.421
H -4.566 -18.369 -21.967 0.610 0.087 0.130
H -0.633 -19.682 -22.874 0.031 -0.005 -0.043
H -2.335 -19.832 -22.447 0.064 -0.137 0.094
H -1.516 -21.154 -23.297 -0.096 -0.004 -0.069
H -0.816 -20.577 -25.857 0.034 0.044 -0.100
H -2.408 -21.259 -25.516 -0.011 -0.027 -0.107
H -2.270 -19.831 -26.554 0.010 0.072 0.008
H -4.382 -18.241 -27.320 0.167 -0.337 0.062
H -4.464 -18.819 -25.628 -0.429 0.066 -0.024
H -4.893 -17.098 -26.128 -0.414 -0.391 0.360
H -1.255 -16.499 -26.831 -0.128 0.260 -0.074
H -2.818 -16.350 -27.729 0.248 0.233 -0.117
H -1.781 -17.780 -27.888 -0.240 -0.241 0.018
C 2.277 -21.161 -24.048 0.471 -0.177 1.269
N 3.163 -20.968 -22.887 -0.105 1.381 -0.035
C 4.413 -21.727 -22.978 -1.078 0.147 0.328
P 2.475 -20.421 -21.460 0.505 -1.932 1.053
O 1.463 -19.345 -21.527 0.235 0.047 -0.648
N 1.752 -21.784 -20.751 -0.202 1.364 0.352
C 0.294 -21.850 -20.554 0.765 -0.948 -0.606
C 2.469 -22.927 -20.267 0.726 -0.468 0.255
N 3.849 -20.140 -20.519 0.656 0.269 -0.208
C 4.775 -19.067 -20.971 -1.135 -0.568 -0.577
C 3.801 -20.227 -19.068 -1.409 -0.519 0.620
H 2.049 -22.233 -24.073 -0.145 0.032 -0.565
H 2.816 -20.817 -24.929 -0.289 -0.129 -0.253
H 1.354 -20.606 -23.889 0.035 0.109 -0.219
H 4.849 -21.551 -23.961 0.159 -0.044 0.024
H 4.160 -22.786 -22.863 0.426 -0.149 -0.089
H 5.080 -21.409 -22.183 0.146 -0.178 -0.090
H 0.104 -22.454 -19.666 -0.171 0.475 0.323
H -0.159 -20.865 -20.538 -0.012 -0.013 0.125
H -0.112 -22.462 -21.370 -0.364 0.289 -0.071
H 3.537 -22.725 -20.158 -0.022 0.058 -0.422
H 2.172 -23.204 -19.248 -0.340 0.096 -0.085
H 2.360 -23.829 -20.883 -0.093 0.091 -0.105
H 5.050 -19.271 -22.006 0.278 0.056 0.087
H 4.265 -18.102 -20.987 0.257 0.183 0.294
H 5.638 -19.075 -20.315 0.138 0.169 -0.091
H 4.745 -20.021 -18.569 0.198 0.235 -0.437
H 3.512 -21.225 -18.726 0.098 -0.021 -0.243
H 3.021 -19.591 -18.631 0.230 0.325 0.000
C -4.768 -17.950 -18.527 0.198 -0.147 0.289
N -3.961 -19.147 -18.603 -0.280 -1.104 0.018
C -2.715 -19.018 -19.336 -0.540 0.030 -0.360
P -4.436 -20.632 -17.956 -0.080 0.644 -0.349
O -3.405 -21.679 -18.107 0.249 0.395 0.209
N -4.841 -20.310 -16.366 0.072 -0.435 0.390
C -3.702 -20.061 -15.492 0.712 -1.099 0.081
C -6.145 -19.975 -15.834 0.018 0.610 0.137
N -5.874 -21.020 -18.688 -0.635 0.233 -0.731
C -6.315 -20.490 -19.989 0.450 -0.396 0.398
C -6.532 -22.276 -18.370 -0.408 0.112 0.819
H -4.238 -17.173 -17.965 -0.036 0.062 -0.029
H -5.705 -18.157 -18.010 -0.051 0.041 -0.104
H -4.976 -17.554 -19.527 -0.126 -0.018 -0.010
H -2.879 -18.808 -20.404 -0.122 0.084 0.067
H -2.211 -19.983 -19.291 0.436 0.310 0.267
H -2.181 -18.154 -18.933 0.484 -0.357 0.018
H -3.927 -20.189 -14.432 -0.549 0.333 -0.073
H -2.983 -20.870 -15.651 0.165 0.212 -0.265
H -3.170 -19.120 -15.645 -0.268 0.234 -0.086
H -6.295 -18.887 -15.869 -0.434 -0.062 -0.256
H -6.940 -20.525 -16.331 -0.017 0.293 -0.211
H -6.232 -20.202 -14.768 0.344 -0.351 -0.052
H -6.576 -21.339 -20.621 -0.155 0.024 -0.067
H -7.191 -19.857 -19.847 -0.046 0.138 -0.224
H -5.522 -19.968 -20.521 -0.011 0.241 0.228
H -7.613 -22.226 -18.541 0.025 0.378 -0.107
H -6.438 -22.432 -17.293 0.232 -0.478 -0.117
H -6.198 -23.145 -18.942 0.445 0.082 0.081
C -0.440 -8.307 -19.530 0.327 0.343 -0.401
N -0.125 -8.688 -20.917 -0.052 0.576 0.339
C -0.469 -10.090 -21.171 0.537 -0.019 -0.158
P -0.641 -7.602 -22.108 -0.036 -0.885 -0.547
O -2.101 -7.512 -22.326 0.233 0.228 -0.118
N 0.046 -6.154 -21.681 -0.153 -0.253 0.832
C -0.524 -4.952 -22.273 -0.184 -0.408 -0.483
C 1.397 -6.039 -21.147 0.039 -0.253 -1.169
N 0.124 -8.176 -23.490 0.430 0.323 0.287
C 1.561 -8.450 -23.473 -0.380 0.103 0.242
C -0.540 -8.560 -24.732 -0.583 0.150 0.615
H -1.514 -8.421 -19.375 0.006 -0.028 0.466
H -0.139 -7.278 -19.330 -0.297 0.085 -0.233
H 0.165 -8.883 -18.829 -0.280 -0.447 -0.081
H 0.089 -10.749 -20.504 0.124 0.124 0.040
H -0.154 -10.310 -22.190 -0.268 -0.231 -0.015
H -1.524 -10.337 -21.023 -0.134 0.266 -0.173
H -0.302 -4.923 -23.347 0.256 0.386 0.029
H -1.612 -4.961 -22.217 0.026 -0.094 0.269
H -0.142 -4.072 -21.760 0.069 0.039 -0.070
H 1.715 -6.999 -20.747 -0.187 0.206 0.604
H 2.123 -5.873 -21.958 -0.022 0.382 0.017
H 1.442 -5.200 -20.455 0.146 -0.196 0.280
H 1.958 -8.323 -22.468 -0.018 0.025 0.017
H 1.741 -9.492 -23.742 0.190 0.063 -0.159
H 2.099 -7.769 -24.138 0.086 -0.136 -0.116
H -1.183 -7.785 -25.155 0.109 0.177 0.210
H -1.198 -9.410 -24.528 0.171 -0.229 -0.439
H 0.233 -8.771 -25.467 -0.093 -0.303 -0.039
C 1.370 -12.118 -24.488 0.343 0.033 0.701
N 2.115 -13.279 -24.016 0.664 0.616 0.847
C 1.621 -14.608 -24.290 -0.464 -0.256 0.093
P 3.699 -13.206 -23.433 -0.501 0.407 -1.284
O 4.050 -14.267 -22.473 -0.185 -0.275 0.157
N 4.649 -13.341 -24.811 0.304 0.051 1.071
C 5.551 -14.469 -24.990 0.213 0.292 -0.511
C 4.469 -12.498 -25.964 -0.340 0.668 -0.189
N 3.920 -11.623 -22.894 -1.040 -0.163 -1.048
C 3.270 -11.314 -21.625 0.260 0.192 0.752
C 5.239 -11.055 -23.040 1.523 0.023 -0.040
H 0.517 -12.394 -25.107 0.412 -0.263 -0.467
H 2.108 -11.482 -24.975 -0.605 0.394 -0.382
H 0.889 -11.547 -23.686 0.274 -0.034 0.220
H 0.975 -14.960 -23.486 0.038 -0.157 -0.075
H 2.457 -15.299 -24.410 -0.132 -0.082 -0.051
H 1.008 -14.608 -25.195 0.192 -0.033 -0.090
H 5.890 -14.947 -24.076 -0.488 0.170 0.264
H 5.075 -15.212 -25.638 0.271 -0.162 -0.027
H 6.459 -14.082 -25.467 -0.028 -0.211 -0.214
H 4.191 -11.474 -25.694 0.083 -0.074 0.314
H 5.405 -12.400 -26.517 0.024 -0.191 -0.042
H 3.672 -12.796 -26.656 0.105 -0.459 -0.017
H 3.354 -10.248 -21.400 0.441 -0.035 -0.071
H 2.191 -11.459 -21.544 0.082 -0.672 -0.573
H 3.779 -11.914 -20.863 -0.360 0.285 0.402
H 5.507 -10.695 -24.038 -0.571 -0.090 -0.153
H 6.054 -11.754 -22.805 -0.185 -0.148 0.192
H 5.417 -10.202 -22.384 -0.500 -0.029 0.153
O 0.731 -13.233 -19.995 -0.239 -0.213 -0.351
C 0.872 -14.378 -20.302 -0.402 0.388 -0.148
O 1.692 -15.217 -19.703 0.542 -0.010 0.739
C 1.806 -16.393 -20.467 -0.142 -0.912 -0.559
C 0.497 -16.428 -21.297 1.162 1.248 2.315
F -0.522 -16.948 -20.531 0.058 -0.646 -0.413
O 0.194 -15.017 -21.299 0.039 -0.333 -1.078
H 2.695 -16.293 -21.096 -0.184 -0.061 -0.205
H 1.916 -17.255 -19.813 -0.181 0.027 -0.029
H 0.631 -16.957 -22.234 -0.704 0.469 -0.344
```
Forces are in eV/Å.

Values from the calculation:
Highest occupied orbital energy, eV: -8.11
Charge: 0

***

The DFT total energy results, record by record, are as follows: -361.639390, -8207.905461, -3448.243090, -4543.324842 Ha.
The energy above the lowest of the compared OMol25 structures with the same formula, charge and spin results, record by record, are as follows: 0.947, 0.705, 3.115, 0.300 eV.
The maximum force results, record by record, are as follows: 4.92, 0.54, 4.07, 2.88 eV Å⁻¹.